[1]
{"formula": "C15H41Mn2NO19S5", "method": "wB97M-V/def2-TZVPD", "s_squared": 30.007, "total_charge": 2, "homo_energy_ev": [-12.8382, -12.8382], "e_above_lowest_ev": 6.530, "multiplicity": 11, "homo_lumo_gap_ev": [5.377, 4.159], "fmax_ev_per_a": 7.53, "elements": ["Mn", "Mn", "N", "O", "O", "O", "O", "H", "O", "S", "O", "O", "C", "C", "C", "H", "H", "H", "H", "H", "H", "H", "H", "O", "S", "O", "O", "C", "C", "C", "H", "H", "H", "H", "H", "H", "H", "H", "O", "S", "O", "O", "C", "C", "C", "H", "H", "H", "H", "H", "H", "H", "H", "O", "S", "O", "O", "C", "C", "C", "H", "H", "H", "H", "H", "H", "H", "H", "O", "S", "O", "O", "C", "C", "C", "H", "H", "H", "H", "H", "H", "H", "H"], "xyz": [[3.20152, 2.89122, -0.32660], [0.29611, 3.31156, 0.78275], [1.20476, 0.35079, 0.10704], [2.25651, 0.89750, -0.34823], [1.02085, -0.83091, 0.03979], [0.28866, 1.11596, 0.55063], [2.20634, 3.14242, 1.39645], [2.45677, 3.44361, 2.27396], [-1.62302, -3.05987, 1.36758], [-2.34743, -2.92474, 0.14009], [-2.05972, -3.69095, -1.05075], [-3.96395, -3.08414, 0.39128], [-4.52498, -4.36141, 0.01571], [-6.05203, -4.19493, 0.00217], [-2.36397, -1.19553, -0.30180], [-4.32147, -5.09380, 0.79960], [-4.13910, -4.69648, -0.94185], [-6.30794, -3.44056, -0.74202], [-6.25503, -3.73399, 0.96994], [-6.49708, -5.16801, -0.16810], [-2.87747, -1.12748, -1.25981], [-1.31292, -0.92849, -0.35995], [-3.00706, -0.64345, 0.37885], [0.07444, -5.01689, 3.85462], [0.93888, -4.24176, 3.02506], [1.37504, -2.93439, 3.47005], [2.27631, -5.14052, 2.83624], [3.26560, -4.89229, 1.82914], [4.18555, -6.07459, 1.91609], [0.29041, -4.10639, 1.36364], [3.73284, -3.92116, 2.03015], [2.85189, -4.75436, 0.82272], [5.09880, -5.96469, 1.32737], [3.67986, -6.99244, 1.61844], [4.53406, -6.25116, 2.93406], [0.39036, -5.09233, 0.92249], [0.74111, -3.27739, 0.82835], [-0.73516, -3.79964, 1.58768], [2.27314, 1.26224, -4.14975], [3.39840, 2.06185, -3.75031], [3.57469, 2.51253, -2.37374], [4.74353, 1.25109, -4.04141], [4.72131, 0.32583, -5.18235], [6.14979, 0.11584, -5.66745], [3.54203, 3.42054, -4.93933], [4.06474, 0.70680, -5.96537], [4.24073, -0.57668, -4.80459], [6.65827, 1.01574, -5.31244], [6.16450, 0.13086, -6.75373], [6.62580, -0.77579, -5.27701], [3.52523, 3.04052, -5.95493], [4.38354, 4.04267, -4.64081], [2.67005, 4.07145, -4.83037], [-0.34937, 2.66964, 2.80484], [-0.31717, 1.96341, 4.08953], [0.11712, 2.63767, 5.27338], [-1.80960, 1.39411, 4.22794], [-2.35531, 1.29608, 5.55898], [-3.50748, 0.31388, 5.60476], [0.55706, 0.39911, 3.89491], [-2.69630, 2.25729, 5.94854], [-1.59016, 0.97393, 6.26801], [-4.49927, 0.67698, 5.34811], [-3.55808, -0.09663, 6.61483], [-3.30940, -0.56861, 4.99039], [-0.06565, -0.48299, 3.77524], [1.17796, 0.27187, 4.77915], [1.16275, 0.52388, 2.99752], [-1.44516, 3.22507, -0.32754], [-2.22536, 2.97620, -1.53634], [-3.01986, 1.79618, -1.42226], [-3.05216, 4.30548, -1.77720], [-2.48756, 5.62357, -1.60687], [-3.24234, 6.60796, -2.48774], [-1.17305, 2.96149, -3.04642], [-1.43548, 5.49861, -1.89183], [-2.52978, 5.98318, -0.57715], [-3.43247, 6.24892, -3.49519], [-2.56373, 7.46339, -2.57759], [-4.12933, 7.02291, -2.01772], [-0.67565, 1.99536, -2.99641], [-0.45677, 3.77695, -2.94775], [-1.80249, 3.16126, -3.90741]], "forces_ev_per_angstrom": [[-0.3, -2.0, 0.1], [-1.3, -2.0, 1.5], [-1.2, 0.1, -0.3], [1.0, 0.7, -0.4], [0.6, 0.3, 0.1], [0.2, 0.4, -0.1], [0.4, 0.7, -1.4], [0.1, 0.2, 0.1], [-6.3, 4.1, -0.5], [-3.4, 1.1, -2.1], [0.8, 0.2, 1.4], [1.8, 0.1, 0.0], [-1.2, -0.7, 0.2], [1.6, 1.1, 0.1], [-0.5, -0.7, -0.2], [0.5, 0.0, -0.1], [0.2, 0.1, 0.0], [-0.3, -0.3, -0.2], [-0.7, -0.5, 0.1], [-0.4, 0.1, 0.1], [0.3, -0.2, -0.2], [-0.1, 0.4, 0.1], [0.5, 0.1, 0.5], [0.1, 0.1, -0.2], [1.6, 0.1, -1.5], [-0.4, 0.0, -0.1], [-1.0, -0.1, 0.3], [0.0, 0.8, 0.1], [0.7, -0.4, 0.1], [3.6, -2.0, 1.9], [0.3, -0.2, 0.3], [-0.4, -0.4, 0.2], [-0.2, 0.1, -0.2], [-0.1, 0.1, -0.2], [-0.2, 0.2, 0.1], [0.0, 0.0, -0.3], [0.4, -0.2, 0.0], [2.7, -2.7, 0.4], [0.3, 0.9, 1.2], [1.1, -1.9, -3.3], [-0.3, 0.9, 1.0], [-1.1, 1.3, 0.9], [-0.4, -1.2, -0.3], [-0.5, 1.0, 0.3], [-0.6, 0.6, 1.5], [0.1, 0.3, 0.1], [0.1, 0.0, -0.1], [0.5, -0.3, -0.2], [0.1, -0.2, 0.0], [0.0, 0.0, 0.1], [0.4, -0.3, 0.1], [0.4, -0.3, -0.4], [-0.2, -0.3, 0.1], [0.3, 0.5, -0.1], [-1.4, -2.1, 0.4], [-0.1, 0.1, -0.9], [0.8, 1.2, -0.4], [-0.7, -0.2, 1.5], [0.2, -0.9, -0.1], [0.6, 0.6, -0.2], [0.2, 0.2, -0.5], [0.2, -0.1, -0.3], [0.2, 0.4, -0.1], [-0.1, 0.2, 0.1], [0.1, 0.1, -0.1], [-0.4, 0.3, 0.0], [0.1, 0.1, -0.1], [0.2, -0.2, 0.2], [1.6, 0.8, 0.5], [-0.9, 0.4, -1.0], [0.2, 1.3, -0.8], [-0.8, -1.9, 0.4], [0.4, 0.4, -0.4], [0.9, 0.5, 0.2], [-0.3, 0.1, 1.7], [-0.1, 0.6, -0.1], [-0.1, -0.6, 0.1], [-0.1, -0.2, 0.1], [-0.1, 0.0, -0.1], [-0.2, -0.4, 0.0], [0.0, 0.0, -0.5], [0.0, 0.0, 0.1], [-0.2, -0.4, 0.0]]}

***

[2]
{"formula": "C12H29N5O8Sr", "method": "wB97M-V/def2-TZVPD", "homo_energy_ev": -8.3518, "e_above_lowest_ev": 0.000, "homo_lumo_gap_ev": 8.750, "fmax_ev_per_a": 1.29, "elements": ["Sr", "C", "C", "O", "O", "H", "H", "H", "C", "C", "O", "O", "H", "H", "H", "C", "O", "N", "N", "H", "H", "H", "H", "C", "O", "N", "N", "H", "H", "H", "H", "C", "O", "C", "C", "N", "C", "C", "O", "C", "H", "H", "H", "H", "H", "H", "H", "H", "H", "H", "H", "H", "H", "H", "H"], "xyz": [[16.32078, 8.92957, -9.09587], [12.48038, 11.14109, -8.98522], [13.87967, 10.56276, -9.00174], [14.74379, 10.99416, -9.80865], [14.14793, 9.63360, -8.18142], [11.96396, 10.74307, -8.11929], [11.99752, 10.84838, -9.91882], [12.52459, 12.22899, -8.98142], [16.05604, 4.60728, -10.41699], [16.01905, 6.06751, -10.02258], [16.34604, 6.92434, -10.87355], [15.62320, 6.37744, -8.86139], [15.94022, 3.94318, -9.56335], [17.02566, 4.41566, -10.88681], [15.29387, 4.36767, -11.15633], [17.37913, 7.16374, -6.10668], [17.03981, 8.19567, -6.68714], [18.11664, 7.22974, -4.94981], [16.99770, 5.92888, -6.51872], [18.36542, 8.13125, -4.58939], [18.50139, 6.43313, -4.47631], [16.37571, 5.90603, -7.33913], [17.32097, 5.08723, -6.07906], [17.24838, 9.49242, -12.65596], [17.18858, 9.65147, -11.44261], [16.78611, 8.34757, -13.22368], [17.83313, 10.40042, -13.50052], [16.80563, 8.19762, -14.21493], [16.42445, 7.64938, -12.58531], [17.58950, 10.36854, -14.47443], [18.14591, 11.27870, -13.13360], [19.36419, 6.57907, -9.29800], [18.82275, 7.87833, -9.42583], [19.65901, 8.82661, -8.75465], [19.24135, 10.28008, -8.94848], [18.11459, 10.66896, -8.08656], [17.57797, 12.00736, -8.33919], [18.45401, 13.11806, -7.73803], [18.78417, 12.85073, -6.39206], [17.75429, 13.19485, -5.46431], [18.89412, 6.00136, -8.50541], [20.45558, 6.62161, -9.21029], [19.23795, 6.06105, -10.25709], [20.70877, 8.81389, -9.06850], [19.62648, 8.54000, -7.69433], [18.98426, 10.41810, -9.99923], [20.09792, 10.89579, -8.64426], [18.39686, 10.64316, -7.11273], [16.53475, 12.06171, -8.01985], [17.54966, 12.15954, -9.42457], [17.98254, 14.09061, -7.89036], [19.40003, 13.07724, -8.28597], [17.02927, 13.87610, -5.90922], [18.23189, 13.72187, -4.63593], [17.28236, 12.28426, -5.09751]], "forces_ev_per_angstrom": [[-0.4, -0.3, -0.3], [0.4, -0.1, -0.3], [0.7, -0.2, 0.3], [-0.1, 0.1, -0.1], [-0.4, 0.1, 0.1], [-0.3, 0.1, 0.0], [-0.2, 0.0, 0.1], [0.0, 0.0, 0.1], [0.6, -0.2, 0.0], [-0.7, -0.1, 0.2], [0.0, 0.0, -0.1], [0.3, -0.1, -0.1], [-0.1, 0.1, 0.1], [-0.1, -0.1, 0.0], [-0.1, 0.2, 0.0], [-0.3, -0.4, 0.5], [0.2, 0.0, 0.0], [0.2, 0.0, -0.1], [0.1, 0.5, -0.2], [0.0, 0.1, -0.2], [-0.2, -0.1, -0.1], [0.2, -0.1, 0.0], [-0.1, 0.1, 0.1], [-0.2, -0.7, 0.0], [0.4, 0.7, 0.3], [0.0, 0.6, -0.2], [0.0, -0.2, -0.2], [0.0, -0.1, 0.1], [0.0, -0.1, 0.1], [0.1, 0.1, 0.0], [-0.2, 0.1, 0.2], [0.3, -0.4, -1.2], [0.7, 0.8, 0.0], [-0.1, 0.2, 0.7], [-0.1, 0.0, 1.0], [-0.5, -0.1, -0.5], [0.1, 0.3, -0.4], [0.1, -1.0, -0.5], [-0.2, 0.5, 0.1], [0.6, 0.0, 0.0], [0.1, 0.1, 0.2], [-0.1, 0.0, 0.5], [-0.5, 0.0, 0.2], [-0.1, -0.6, -0.3], [0.2, 0.3, 0.1], [0.0, 0.2, 0.0], [0.3, -0.1, -0.6], [0.0, -0.3, 0.0], [0.1, 0.0, 0.2], [-0.1, 0.0, 0.1], [0.0, 0.1, 0.2], [0.0, 0.3, 0.1], [-0.2, -0.1, -0.1], [-0.1, -0.1, 0.1], [-0.3, 0.1, 0.0]]}

***

[3]
{"formula": "C5H7NO", "method": "wB97M-V/def2-TZVPD", "smiles": "O=C1CC=CCN1", "homo_energy_ev": -9.5035, "e_above_lowest_ev": 0.144, "homo_lumo_gap_ev": 10.342, "fmax_ev_per_a": 0.71, "elements": ["O", "C", "C", "C", "C", "C", "N", "H", "H", "H", "H", "H", "H", "H"], "xyz": [[-1.83370, -1.83327, 0.65030], [-0.97778, -1.01325, 0.35763], [-0.38909, -0.95025, -1.03933], [0.46796, 0.24460, -1.33012], [0.89513, 1.06935, -0.38060], [0.50277, 0.89788, 1.06940], [-0.50875, -0.11672, 1.25536], [-1.23453, -1.00547, -1.72738], [0.18739, -1.87007, -1.19403], [0.74255, 0.39716, -2.37152], [1.53108, 1.91787, -0.62570], [0.13619, 1.86890, 1.43990], [1.32854, 0.58469, 1.70275], [-0.88019, -0.21024, 2.18807]], "forces_ev_per_angstrom": [[0.2, 0.1, -0.1], [-0.1, -0.1, -0.1], [-0.1, 0.0, 0.0], [0.1, 0.1, 0.2], [-0.1, -0.2, 0.1], [0.0, 0.2, -0.4], [-0.4, 0.1, 0.1], [0.0, 0.0, 0.0], [-0.1, 0.0, 0.0], [0.0, 0.1, 0.2], [-0.1, -0.2, 0.1], [0.1, -0.3, 0.0], [0.6, 0.4, -0.1], [-0.1, -0.1, -0.1]]}

***

[4]
{"formula": "Cl2I2O10V", "method": "wB97M-V/def2-TZVPD", "total_charge": -3, "homo_energy_ev": -0.1708, "e_above_lowest_ev": 2.088, "homo_lumo_gap_ev": 6.077, "fmax_ev_per_a": 7.21, "elements": ["O", "V", "O", "I", "I", "Cl", "O", "O", "O", "O", "Cl", "O", "O", "O", "O"], "xyz": [[-23.43132, 12.19450, -22.11391], [-24.48970, 12.19408, -20.83402], [-24.70572, 10.57318, -20.38014], [-22.98346, 13.65599, -18.81999], [-26.90643, 12.65109, -22.41523], [-19.32037, 13.15359, -22.88117], [-18.86314, 13.59669, -24.14624], [-20.73217, 12.86053, -23.01677], [-18.56109, 11.96613, -22.48600], [-19.16002, 14.05218, -21.76558], [-22.08648, 8.23350, -19.22928], [-22.24926, 6.80018, -19.42326], [-20.83863, 8.57224, -18.67179], [-22.38386, 8.76082, -20.56307], [-23.15571, 8.78512, -18.56571]], "forces_ev_per_angstrom": [[-3.4, 0.1, 3.9], [2.8, -5.1, -2.5], [0.4, 5.7, -1.3], [-1.0, -0.5, -0.8], [0.6, 0.1, 0.7], [-1.7, -3.0, 2.7], [1.3, 1.5, -1.5], [0.6, 0.0, -0.1], [-0.2, 0.1, -0.9], [0.4, 1.6, -0.6], [-2.2, -0.7, -6.8], [0.9, -1.0, 1.6], [1.7, 0.1, 0.8], [2.8, 0.1, -0.6], [-3.0, 1.0, 5.4]]}